[1]
Molecular formula: C6H14N2
Method: DFT, ωB97M-V with the def2-TZVPD basis set

Output
**LUMO level**: 1.1 eV
**Kohn-Sham gap**: 0.3247 Eh

Each line ends with the Löwdin charge.
Positions of all 22 atoms, in Å:
1 C 0.12 -0.35 0.61  -0.310
2 C -0.19 0.23 -0.69  -0.338
3 C 1.57 0.88 -0.95  -0.170
4 C 2.58 -0.20 -1.27  -0.157
5 N 0.22 0.50 1.74  0.059
6 N -1.09 1.30 -0.79  0.056
7 C -1.52 -1.36 0.82  -0.075
8 C -2.70 -0.94 1.29  -0.084
9 H 0.84 -1.16 0.60  0.116
10 H -0.29 -0.50 -1.49  0.127
11 H 0.32 -0.02 2.60  0.088
12 H -0.61 1.08 1.80  0.074
13 H -1.80 1.41 -0.08  0.060
14 H -1.47 1.43 -1.72  0.087
15 H 1.38 1.51 -1.82  0.070
16 H 1.91 1.55 -0.17  0.079
17 H -1.37 -2.44 0.74  0.052
18 H 2.20 -0.90 -2.01  0.068
19 H 2.86 -0.75 -0.37  0.061
20 H 3.51 0.24 -1.67  0.068
21 H -2.94 0.12 1.36  0.028
22 H -3.54 -1.61 1.49  0.041



[2]
Molecular formula: C6H14N2
Method: DFT, ωB97M-V with the def2-TZVPD basis set

Output
**LUMO level**: 0.8 eV
**Kohn-Sham gap**: 0.3511 Eh

Each line ends with the Löwdin charge.
Positions of all 22 atoms, in Å:
1 H 1.95 2.60 -0.61  0.075
2 N 1.16 1.98 -0.44  0.172
3 C 1.44 0.81 -0.18  -0.309
4 N 3.15 0.21 0.13  -0.006
5 C 0.96 -0.39 0.40  -0.084
6 C -0.87 -0.29 0.05  -0.518
7 C -1.13 -0.30 -1.45  -0.083
8 C -1.51 0.91 0.72  -0.090
9 C -1.36 -1.58 0.69  -0.102
10 H 3.47 -0.30 -0.70  0.011
11 H 3.73 1.05 0.23  0.005
12 H 1.25 -1.30 -0.11  0.107
13 H 1.00 -0.41 1.49  0.118
14 H -2.21 -0.38 -1.66  0.086
15 H -0.78 0.61 -1.94  0.071
16 H -0.65 -1.16 -1.93  0.080
17 H -2.61 0.82 0.73  0.083
18 H -1.30 1.85 0.20  0.063
19 H -1.19 1.01 1.77  0.083
20 H -1.15 -1.60 1.77  0.080
21 H -2.44 -1.69 0.57  0.082
22 H -0.89 -2.46 0.25  0.078



[3]
Molecular formula: C6H14N2
Method: DFT, ωB97M-V with the def2-TZVPD basis set

Output
**LUMO level**: 0.5 eV
**Kohn-Sham gap**: 0.2981 Eh

Each line ends with the Löwdin charge.
Positions of all 22 atoms, in Å:
1 C -1.66 0.85 -1.05  -0.079
2 C -1.19 0.32 0.27  -0.628
3 C -0.85 -1.11 0.40  -0.151
4 C 0.55 -1.56 -0.33  -0.212
5 N 3.24 1.20 0.43  0.041
6 C 2.43 0.03 0.16  -0.219
7 C 1.41 -0.49 -0.84  -0.111
8 N -2.10 0.72 1.22  0.014
9 H -1.02 0.27 -1.85  0.101
10 H -2.78 0.57 -1.32  0.109
11 H -1.62 1.99 -1.15  0.090
12 H -0.21 0.69 0.38  0.079
13 H -0.73 -1.20 1.52  0.108
14 H -1.76 -1.77 0.20  0.131
15 H 0.97 -2.22 0.46  0.106
16 H 0.35 -2.10 -1.25  0.097
17 H 3.30 2.00 -0.25  0.084
18 H 2.06 1.12 0.55  0.103
19 H 2.59 -0.64 0.92  0.075
20 H 1.66 -0.53 -1.87  0.075
21 H -2.12 0.24 2.21  0.134
22 H -2.53 1.61 1.19  0.054



[4]
Molecular formula: C6H14N2
Method: DFT, ωB97M-V with the def2-TZVPD basis set

Output
**LUMO level**: 0.7 eV
**Kohn-Sham gap**: 0.3375 Eh

Each line ends with the Löwdin charge.
Positions of all 22 atoms, in Å:
1 C -0.88 1.14 0.76  -0.221
2 C 2.57 -0.32 -1.23  -0.069
3 C -0.90 1.90 -0.56  -0.102
4 C 1.89 -0.64 0.05  -0.359
5 N 2.15 -0.96 1.17  0.099
6 H 0.74 -0.93 1.89  0.049
7 H -1.80 1.34 1.32  0.117
8 H -0.06 1.49 1.38  0.113
9 H 3.64 -0.47 -1.14  0.078
10 H 2.38 0.72 -1.51  0.071
11 H 2.18 -0.95 -2.03  0.078
12 H -0.02 1.67 -1.17  0.061
13 H -0.91 2.98 -0.38  0.072
14 H -1.79 1.67 -1.16  0.066
15 C -1.79 -1.08 -0.22  -0.048
16 C -0.76 -0.37 0.63  -0.489
17 N -0.38 -0.98 1.80  0.042
18 H -0.57 -1.98 1.78  0.088
19 H 0.51 -0.45 -0.09  0.115
20 H -1.56 -2.14 -0.31  0.080
21 H -2.78 -0.99 0.24  0.088
22 H -1.85 -0.65 -1.22  0.071



[5]
Molecular formula: C6H14N2
Method: DFT, ωB97M-V with the def2-TZVPD basis set

Output
**LUMO level**: 1.0 eV
**Kohn-Sham gap**: 0.3417 Eh

Each line ends with the Löwdin charge.
Positions of all 22 atoms, in Å:
1 C 0.68 -3.00 -0.71  0.028
2 C 0.90 -1.86 -1.43  -0.139
3 C 0.04 -0.60 -1.50  -0.158
4 C -0.44 -0.29 -0.07  -0.386
5 C -1.87 0.20 0.15  -0.101
6 N 0.55 0.58 0.65  -0.057
7 C 0.10 1.89 1.04  -0.334
8 N 1.29 2.66 1.48  -0.005
9 H -0.09 -3.20 -0.10  0.004
10 H 1.30 -3.84 -0.81  0.031
11 H 1.77 -1.74 -2.05  0.078
12 H -0.88 -0.88 -2.15  0.138
13 H 0.48 0.22 -2.01  0.091
14 H -0.34 -1.25 0.60  0.135
15 H -2.17 1.20 -0.28  0.081
16 H -2.77 -0.19 -0.49  0.110
17 H -2.10 0.00 1.16  0.057
18 H 1.44 0.66 0.25  0.083
19 H -0.33 2.37 0.12  0.109
20 H -0.69 1.83 1.96  0.150
21 H 1.04 3.07 2.29  0.000
22 H 2.10 2.17 1.90  0.085



[6]
Molecular formula: C6H14N2
Method: DFT, ωB97M-V with the def2-TZVPD basis set

Output
**LUMO level**: -7.9 eV
**Kohn-Sham gap**: 0.3658 Eh
**Net charge**: +2

Each line ends with the Löwdin charge.
Positions of all 22 atoms, in Å:
1 C -0.28 3.64 1.54  0.133
2 N 0.33 2.53 1.64  0.018
3 C 0.44 1.63 0.44  -0.044
4 C 0.41 0.27 0.64  -0.052
5 C 0.67 -0.60 -0.59  -0.150
6 C -0.49 -1.66 -0.86  -0.309
7 C -0.44 -2.76 0.12  -0.053
8 N -0.39 -2.19 -2.35  0.212
9 H -0.65 4.22 0.56  0.178
10 H -0.50 4.36 2.43  0.160
11 H 0.70 2.10 2.63  0.265
12 H 0.47 2.30 -0.46  0.149
13 H 0.41 -0.25 1.68  0.164
14 H 0.73 0.08 -1.53  0.143
15 H 1.66 -1.09 -0.36  0.152
16 H -1.51 -1.05 -0.80  0.199
17 H -1.30 -3.42 0.31  0.121
18 H -0.35 -2.36 0.99  0.009
19 H 0.42 -3.50 -0.09  0.150
20 H -1.38 -2.24 -2.63  0.172
21 H -0.01 -1.51 -3.09  0.203
22 H -0.02 -3.15 -2.40  0.178



[7]
Molecular formula: C6H14N2O
Method: DFT, ωB97M-V with the def2-TZVPD basis set

Output
**LUMO level**: 0.7 eV
**Kohn-Sham gap**: 0.3575 Eh

Each line ends with the Löwdin charge.
Positions of all 23 atoms, in Å:
1 C 0.81 -0.82 2.19  -0.352
2 C -0.16 -2.26 0.34  -0.107
3 N -0.41 -1.26 1.38  -0.118
4 O 0.20 -0.85 3.42  -0.184
5 H -0.72 -1.33 2.78  0.182
6 H -0.89 -0.46 0.99  0.088
7 H 1.61 -1.56 2.05  0.114
8 H 1.13 0.19 1.87  0.096
9 H -1.10 -2.56 -0.11  0.079
10 H 0.49 -1.86 -0.45  0.061
11 H 0.33 -3.12 0.79  0.082
12 C -1.13 0.88 -2.48  -0.046
13 C -0.41 1.20 -1.21  -0.453
14 C 1.88 1.33 -0.84  -0.019
15 C -0.95 1.89 -0.20  0.044
16 N 0.87 0.63 -1.13  0.015
17 H -0.60 1.31 -3.34  0.082
18 H -2.15 1.26 -2.47  0.076
19 H -1.15 -0.20 -2.63  0.077
20 H 1.85 2.41 -0.68  0.088
21 H 2.85 0.83 -0.74  0.074
22 H -0.39 2.09 0.71  0.059
23 H -1.96 2.25 -0.24  0.061



[8]
Molecular formula: C6H14N2O
Method: DFT, ωB97M-V with the def2-TZVPD basis set

Output
**LUMO level**: 0.2 eV
**Kohn-Sham gap**: 0.2879 Eh

Each line ends with the Löwdin charge.
Positions of all 23 atoms, in Å:
1 C -0.88 -0.67 0.12  -0.441
2 C 1.68 1.11 -1.28  -0.056
3 C -0.98 -0.28 1.48  0.048
4 C -2.13 -0.69 -0.73  -0.063
5 C 0.13 -1.73 -0.27  -0.063
6 N 1.15 1.30 0.06  -0.221
7 C -0.29 1.19 0.16  -0.478
8 N 1.99 0.83 1.07  0.054
9 O -1.07 1.92 -0.45  -0.004
10 H 1.82 -0.14 1.33  0.058
11 H 1.92 1.42 1.89  0.091
12 H 2.60 1.69 -1.37  0.083
13 H 1.90 0.06 -1.51  0.068
14 H 0.95 1.49 -1.99  0.090
15 H -0.41 1.18 1.42  0.144
16 H -0.28 -0.65 2.22  0.100
17 H -1.93 0.08 1.87  0.115
18 H -2.65 -1.65 -0.65  0.084
19 H 1.07 -1.66 0.29  0.062
20 H -1.88 -0.51 -1.78  0.087
21 H -2.82 0.10 -0.46  0.080
22 H 0.38 -1.66 -1.33  0.076
23 H -0.28 -2.73 -0.10  0.084



[9]
Molecular formula: C6H14N2O
Method: DFT, ωB97M-V with the def2-TZVPD basis set

Output
**LUMO level (spin up / spin down)**: 0.3 / 0.3 eV
**Kohn-Sham gap (spin up / spin down)**: 0.2708 / 0.2710 Eh

Each line ends with the Löwdin charge.
Positions of all 23 atoms, in Å:
1 C -1.46 -2.40 -1.22  -0.175
2 C -0.94 -0.61 0.21  -0.454
3 O -1.62 -0.47 1.43  -0.021
4 N -0.62 -1.79 -0.22  -0.065
5 H -1.31 -1.19 1.99  0.097
6 H -1.47 0.19 -0.47  0.137
7 H -0.81 -2.95 -1.90  0.056
8 H -2.03 -1.69 -1.84  0.066
9 H -2.15 -3.11 -0.75  0.066
10 C 1.23 0.43 1.82  -0.058
11 C 1.65 0.12 -0.64  -0.073
12 C 0.65 0.55 0.41  -0.425
13 N 0.06 2.58 -0.89  0.143
14 C -0.10 1.74 0.16  -0.117
15 H 0.55 2.23 -1.71  0.098
16 H -0.68 3.22 -1.10  0.106
17 H -0.78 2.08 0.92  0.137
18 H 1.48 -0.62 2.01  0.086
19 H 0.50 0.75 2.57  0.075
20 H 2.14 1.01 1.93  0.082
21 H 2.59 0.67 -0.55  0.085
22 H 1.25 0.22 -1.65  0.075
23 H 1.87 -0.95 -0.51  0.079



[10]
Molecular formula: C6H14N2O
Method: DFT, ωB97M-V with the def2-TZVPD basis set

Output
**LUMO level**: 0.7 eV
**Kohn-Sham gap**: 0.3593 Eh

Each line ends with the Löwdin charge.
Positions of all 23 atoms, in Å:
1 C -0.25 2.99 0.04  -0.132
2 O 0.10 1.74 0.72  -0.243
3 C -0.75 0.60 0.23  -0.342
4 C -0.41 0.19 -1.33  -0.198
5 N -1.43 0.79 -2.32  -0.061
6 N -0.81 -0.55 1.20  0.071
7 C 0.29 -1.37 1.15  -0.302
8 C -0.01 -3.00 1.40  -0.081
9 C 1.85 -0.95 0.93  -0.071
10 H 0.72 3.33 -0.55  0.103
11 H -1.16 2.92 -0.70  0.089
12 H -0.49 3.81 0.87  0.107
13 H -1.85 1.06 0.20  0.148
14 H 0.61 0.75 -1.59  0.129
15 H -0.34 -0.96 -1.53  0.120
16 H -1.77 -0.03 -2.90  0.071
17 H -0.93 1.45 -2.99  0.075
18 H 0.01 -3.62 0.41  0.082
19 H 0.85 -3.33 2.16  0.074
20 H -1.02 -3.13 2.02  0.091
21 H 2.50 -1.77 1.49  0.085
22 H 2.12 0.14 1.30  0.093
23 H 2.16 -1.06 -0.22  0.093



[11]
Molecular formula: C6H14N2O
Method: DFT, ωB97M-V with the def2-TZVPD basis set

Output
**LUMO level**: 1.0 eV
**Kohn-Sham gap**: 0.3336 Eh

Each line ends with the Löwdin charge.
Positions of all 23 atoms, in Å:
1 C -2.18 -0.91 1.16  -0.098
2 C -2.05 -0.72 -0.31  -0.148
3 C -0.91 -0.57 -0.99  -0.184
4 N 0.38 -0.57 -0.43  -0.132
5 C 1.35 -1.20 -1.30  -0.102
6 C 0.89 0.70 0.35  -0.602
7 C -0.13 1.83 0.35  -0.001
8 N 2.13 1.16 -0.19  0.099
9 O 1.04 0.20 1.66  -0.022
10 H -1.21 -0.99 1.64  0.058
11 H -2.72 -0.08 1.62  0.075
12 H -2.75 -1.81 1.37  0.072
13 H -2.97 -0.66 -0.87  0.095
14 H -0.94 -0.48 -2.07  0.114
15 H 2.27 -1.41 -0.75  0.076
16 H 0.95 -2.16 -1.65  0.088
17 H 1.60 -0.58 -2.17  0.083
18 H 0.20 2.58 1.06  0.091
19 H -0.20 2.26 -0.65  0.093
20 H -1.10 1.46 0.65  0.063
21 H 2.91 0.57 0.06  0.085
22 H 2.29 2.15 -0.06  0.087
23 H 1.14 -0.77 1.51  0.111



[12]
Molecular formula: C6H14N2O
Method: DFT, ωB97M-V with the def2-TZVPD basis set

Output
**LUMO level**: -1.2 eV
**Kohn-Sham gap**: 0.2967 Eh

Each line ends with the Löwdin charge.
Positions of all 23 atoms, in Å:
1 C 2.78 -0.45 -0.21  -0.063
2 C 1.01 1.17 0.22  -0.281
3 C -1.08 0.01 0.40  -0.551
4 C -0.41 -1.21 0.92  -0.106
5 C -1.23 0.14 -1.18  -0.065
6 C -2.49 0.06 1.36  -0.051
7 H 3.25 0.49 0.32  0.096
8 H 3.26 -0.68 -1.52  0.214
9 H 2.59 -1.48 0.48  0.129
10 H 0.84 1.79 -2.16  0.324
11 H 1.51 2.16 0.08  0.133
12 H -0.23 -1.22 2.08  0.123
13 H 0.52 -1.46 0.39  0.044
14 H -1.11 -1.96 0.57  0.084
15 H -1.63 1.04 -1.61  0.041
16 H -0.23 0.10 -1.78  0.057
17 H -2.00 -0.54 -1.80  0.117
18 H -3.03 1.16 1.38  0.106
19 H -3.26 -0.65 1.08  0.026
20 H -2.24 -0.41 2.47  0.106
21 N 1.36 0.09 -0.51  -0.324
22 N -0.22 1.16 0.69  0.110
23 O 2.04 0.70 -1.66  -0.269



The following total energy values (in eV) correspond, in order, to the records above: -9425.879; -9426.642; -9422.935; -9427.167; -9425.988; -9409.981; -11473.764; -11471.949; -11473.267; -11471.993; -11475.821; -11465.328.
The following relative energy (zero: lowest compared OMol25 entry of this formula, charge and spin) values (in kcal/mol) correspond, in order, to the records above: 83.1; 65.5; 151.0; 53.4; 80.6; 48.1; 92.4; 134.2; 103.8; 133.2; 44.9; 286.9.